[1]
Molecular formula: C14H57BNO12
Method: DFT, wB97M-V/def2-TZVPD

Output
HOMO-LUMO gap in eV: 5.8259
Total energy in eV: -42172.4799

The geometry in ORCA input format:
```
! wB97M-V def2-TZVPD RIJCOSX def2/J DEFGRID3
* xyz -1 1
O -1.273 4.473 2.217
O -3.570 -1.379 2.532
O 1.852 -1.667 -1.334
O -1.212 2.231 -3.021
O 3.096 -5.078 1.618
O 4.469 2.487 -2.655
O -4.144 2.386 3.108
O 5.858 -2.458 -1.479
O 0.646 -5.425 -2.502
O 0.523 6.808 4.806
O -1.690 0.356 -5.433
O -6.571 -0.160 0.247
N -0.316 0.278 -0.433
C -1.590 -0.458 -0.332
C -1.667 -1.019 -5.799
C 3.818 -4.415 2.647
C -1.721 -1.422 -1.568
C 1.380 -6.619 -2.295
C 0.061 4.949 2.407
C -0.203 6.975 6.020
C -1.316 3.455 -3.735
C 5.406 2.034 -1.684
C 5.748 -3.422 -0.440
C 3.086 -0.981 -1.467
C -6.585 -1.531 -0.148
C -3.324 3.068 4.057
C -2.763 -0.697 3.478
B -0.914 -2.840 -1.278
H -1.516 -1.085 -6.876
H -1.822 0.395 -4.478
H -0.494 4.125 -3.463
H 0.034 -2.976 -2.011
H 3.701 -1.510 -2.190
H 0.492 4.433 3.261
H -2.272 3.941 -3.519
H 0.722 -7.465 -2.490
H 6.421 -2.824 -2.162
H 1.422 7.099 4.966
H 5.300 -4.342 -0.824
H 5.105 -3.011 0.334
H -0.228 0.950 0.317
H -0.208 8.027 6.319
H 1.734 -6.675 -1.259
H 6.191 2.782 -1.533
H -2.800 -1.533 -1.780
H 5.854 1.090 -2.006
H -0.446 -2.768 -0.152
H 3.150 -3.754 3.206
H -1.265 2.436 -2.085
H -6.419 -1.585 -1.221
H -3.953 -0.712 1.956
H -1.210 -0.915 -2.417
H -2.313 -1.432 4.144
H 4.882 1.874 -0.744
H -0.182 0.690 -1.345
H 4.226 -5.165 3.322
H 1.325 -1.174 -0.684
H 3.608 -0.959 -0.500
H -1.972 -0.145 2.962
H -1.260 3.234 -4.798
H -2.617 -1.497 -5.541
H -5.790 -2.079 0.364
H 2.916 0.045 -1.818
H -7.555 -1.979 0.089
H 0.664 4.740 1.518
H -1.638 4.937 1.462
H 0.241 6.369 6.815
H -2.487 0.209 -0.257
H -1.619 -3.830 -1.344
H -3.376 -0.006 4.063
H -2.883 2.328 4.722
H -1.540 -1.030 0.606
H -6.717 -0.133 1.194
H 4.640 -3.834 2.219
H -1.226 6.647 5.853
H 1.224 -4.678 -2.323
H 0.051 6.019 2.606
H -3.932 3.764 4.646
H 2.237 -6.669 -2.978
H 4.945 2.620 -3.475
H 2.736 -4.407 1.030
H -0.850 -1.535 -5.289
H 6.733 -3.638 -0.014
H -4.525 3.047 2.530
H -2.527 3.614 3.539
*
```

Atom-resolved charges from Mulliken, all expressed in e: number 1, O, carries -0.53; number 2, O, carries -0.47; number 3, O, carries -0.56; number 4, O, carries -0.36; number 5, O, carries -0.47; number 6, O, carries -0.50; number 7, O, carries -0.44; number 8, O, carries -0.47; number 9, O, carries -0.41; number 10, O, carries -0.45; number 11, O, carries -0.50; number 12, O, carries -0.51; number 13, N, carries -0.35; number 14, C, carries -0.26; number 15, C, carries -0.55; number 16, C, carries -0.50; number 17, C, carries -0.38; number 18, C, carries -0.53; number 19, C, carries -0.55; number 20, C, carries -0.52; number 21, C, carries -0.65; number 22, C, carries -0.49; number 23, C, carries -0.35; number 24, C, carries -0.62; number 25, C, carries -0.48; number 26, C, carries -0.17; number 27, C, carries -0.41; number 28, B, carries 1.25; number 29, H, carries 0.24; number 30, H, carries 0.29; number 31, H, carries 0.26; number 32, H, carries -0.57; number 33, H, carries 0.20; number 34, H, carries 0.23; number 35, H, carries 0.31; number 36, H, carries 0.22; number 37, H, carries 0.26; number 38, H, carries 0.27; number 39, H, carries 0.34; number 40, H, carries -0.12; number 41, H, carries 0.17; number 42, H, carries 0.24; number 43, H, carries 0.20; number 44, H, carries 0.31; number 45, H, carries 0.17; number 46, H, carries 0.20; number 47, H, carries -0.40; number 48, H, carries 0.25; number 49, H, carries 0.22; number 50, H, carries 0.21; number 51, H, carries 0.24; number 52, H, carries -0.26; number 53, H, carries 0.32; number 54, H, carries 0.20; number 55, H, carries 0.16; number 56, H, carries 0.25; number 57, H, carries 0.08; number 58, H, carries 0.21; number 59, H, carries 0.19; number 60, H, carries 0.18; number 61, H, carries 0.24; number 62, H, carries 0.23; number 63, H, carries 0.25; number 64, H, carries 0.26; number 65, H, carries 0.30; number 66, H, carries 0.25; number 67, H, carries 0.26; number 68, H, carries 0.17; number 69, H, carries -0.30; number 70, H, carries 0.12; number 71, H, carries 0.22; number 72, H, carries 0.14; number 73, H, carries 0.29; number 74, H, carries 0.18; number 75, H, carries 0.20; number 76, H, carries 0.22; number 77, H, carries 0.24; number 78, H, carries 0.29; number 79, H, carries 0.23; number 80, H, carries 0.28; number 81, H, carries 0.30; number 82, H, carries 0.24; number 83, H, carries 0.33; number 84, H, carries 0.24; number 85, H, carries -0.07


[2]
Molecular formula: C14H5F5N11ORu
Method: DFT, wB97M-V/def2-TZVPD

Output
HOMO-LUMO gap (spin up / spin down) in eV: 7.6654 / 5.0598
⟨S²⟩: 6.05
Total energy in eV: -49193.4633

The geometry in ORCA input format:
```
! wB97M-V def2-TZVPD RIJCOSX def2/J DEFGRID3
* xyz 1 5
Ru 0.757 0.694 0.271
F 0.164 -1.590 0.344
F 1.000 -1.402 -4.303
F -0.727 -4.163 0.058
F -0.718 -5.291 -2.392
F 0.137 -3.958 -4.564
O 0.969 -0.235 -1.830
N 1.202 2.555 0.020
N 0.324 3.411 -0.557
N 4.233 -0.470 1.806
N 2.242 4.442 -0.344
N 3.068 -0.693 1.291
N 4.600 0.820 1.655
N -1.285 0.934 0.672
N -5.895 -0.205 3.122
N 2.628 0.483 0.780
N 0.963 4.514 -0.769
N 3.502 2.698 0.673
C -0.296 -4.067 -2.264
C 0.150 -3.364 -3.392
C -2.380 0.680 -0.052
C 0.586 -2.073 -3.263
C 0.137 -2.202 -0.858
C -4.917 0.071 2.588
C -1.384 0.982 2.012
C -2.546 0.688 2.688
C -3.678 0.395 1.931
C -3.598 0.418 0.542
C 2.379 3.230 0.130
C 3.596 1.390 1.037
C -0.304 -3.471 -0.974
C 0.594 -1.416 -1.974
H -0.488 1.257 2.558
H -2.582 0.708 3.767
H 4.311 3.293 0.784
H -2.267 0.707 -1.128
H -4.473 0.229 -0.064
*
```

Atom-resolved charges from Mulliken, all expressed in e: number 1, Ru, carries 0.85; number 2, F, carries -0.36; number 3, F, carries -0.24; number 4, F, carries -0.23; number 5, F, carries -0.22; number 6, F, carries -0.23; number 7, O, carries -0.62; number 8, N, carries 0.53; number 9, N, carries -0.40; number 10, N, carries -0.48; number 11, N, carries -0.39; number 12, N, carries -0.43; number 13, N, carries -0.41; number 14, N, carries -0.17; number 15, N, carries -0.34; number 16, N, carries 0.57; number 17, N, carries -0.46; number 18, N, carries -0.09; number 19, C, carries 0.58; number 20, C, carries 0.21; number 21, C, carries -0.48; number 22, C, carries 0.17; number 23, C, carries 0.47; number 24, C, carries -0.26; number 25, C, carries 0.04; number 26, C, carries -0.72; number 27, C, carries 0.76; number 28, C, carries -0.57; number 29, C, carries 0.43; number 30, C, carries 0.44; number 31, C, carries 0.00; number 32, C, carries 0.71; number 33, H, carries 0.55; number 34, H, carries 0.50; number 35, H, carries 0.24; number 36, H, carries 0.56; number 37, H, carries 0.50


[3]
Molecular formula: C14H6F6FeO5
Method: DFT, wB97M-V/def2-TZVPD

Output
HOMO-LUMO gap (spin up / spin down) in eV: 7.9510 / 6.7441
Energy above the lowest of the compared OMol25 structures with the same formula, charge and spin in kcal per mole: 0.0
⟨S²⟩: 8.77
Total energy in eV: -75546.1634

The geometry in ORCA input format:
```
! wB97M-V def2-TZVPD RIJCOSX def2/J DEFGRID3
* xyz -1 6
Fe 0.080 -0.688 -0.522
F 0.083 -3.460 -1.276
F 3.074 -1.694 -1.754
F 0.625 -2.142 -2.963
F -1.134 -1.365 5.048
F 2.634 -3.762 -2.222
F 2.526 -3.076 -0.173
O 2.994 4.004 1.863
O 2.638 1.384 3.144
O 1.115 -0.335 1.136
O 1.726 3.902 -0.807
O 0.583 1.096 -1.082
C 1.271 1.635 -0.104
C -1.351 -2.357 2.926
C 0.815 -2.325 -1.607
C 1.537 0.888 1.042
C 1.793 2.992 -0.008
C -1.930 0.143 1.867
C 2.266 1.685 2.033
C 2.445 3.054 1.372
C -1.995 -0.804 -0.453
C -1.677 0.019 3.218
C -1.385 -1.237 3.726
C 2.277 -2.726 -1.441
C -1.604 -2.220 1.569
C -1.896 -0.969 1.006
H -2.144 1.121 1.451
H -1.686 0.877 3.877
H -1.108 -3.318 3.361
H -2.432 0.133 -0.785
H -1.562 -3.091 0.926
H -2.369 -1.672 -0.992
*
```

Atom-resolved charges from Mulliken, all expressed in e: number 1, Fe, carries -0.17; number 2, F, carries -0.29; number 3, F, carries -0.26; number 4, F, carries -0.31; number 5, F, carries -0.35; number 6, F, carries -0.28; number 7, F, carries -0.25; number 8, O, carries -0.59; number 9, O, carries -0.63; number 10, O, carries -0.68; number 11, O, carries -0.63; number 12, O, carries -0.98; number 13, C, carries 1.36; number 14, C, carries -0.71; number 15, C, carries 0.70; number 16, C, carries 1.07; number 17, C, carries -0.11; number 18, C, carries -0.45; number 19, C, carries -0.28; number 20, C, carries 0.56; number 21, C, carries -1.01; number 22, C, carries -0.65; number 23, C, carries 0.54; number 24, C, carries 0.67; number 25, C, carries -0.16; number 26, C, carries 0.35; number 27, H, carries 0.39; number 28, H, carries 0.43; number 29, H, carries 0.42; number 30, H, carries 0.38; number 31, H, carries 0.41; number 32, H, carries 0.50


[4]
Molecular formula: C14H7Cl3GeMnN2O7S
Method: DFT, wB97M-V/def2-TZVPD

Output
HOMO-LUMO gap (spin up / spin down) in eV: 4.8917 / 6.6780
⟨S²⟩: 2.37
Total energy in eV: -168176.9864

The geometry in ORCA input format:
```
! wB97M-V def2-TZVPD RIJCOSX def2/J DEFGRID3
* xyz 1 3
Ge -1.614 -0.403 3.084
Mn -1.340 -0.030 0.592
Cl 0.157 -0.070 4.182
Cl -2.300 -2.375 3.278
Cl -3.064 1.026 3.712
S 1.376 -4.504 -0.387
O 2.167 -4.878 0.732
O -0.820 -1.531 0.072
O 2.021 1.996 1.166
O 0.897 -5.475 -1.309
O -3.060 0.303 0.477
O 0.423 0.425 1.055
O -4.802 1.701 0.124
N -1.390 1.934 0.617
N 0.057 -3.617 0.182
C -1.463 4.651 0.470
C 3.216 -3.068 -2.084
C 2.544 -0.832 -2.720
C 3.437 -1.893 -2.799
C -0.256 4.000 0.708
C 0.097 -2.433 -0.270
C -0.263 2.624 0.777
C 1.414 -0.908 -1.917
C 2.089 -3.128 -1.301
C 1.203 -2.071 -1.195
C 0.887 1.672 1.028
C -2.562 2.547 0.424
C -2.640 3.917 0.335
C -3.654 1.503 0.316
H 4.309 -1.809 -3.433
H 0.710 -0.087 -1.875
H 2.733 0.064 -3.296
H 0.676 4.533 0.836
H 3.905 -3.900 -2.142
H -3.599 4.389 0.167
H -1.489 5.730 0.396
*
```

Atom-resolved charges from Mulliken, all expressed in e: number 1, Ge, carries 1.20; number 2, Mn, carries 0.74; number 3, Cl, carries -0.19; number 4, Cl, carries -0.16; number 5, Cl, carries -0.23; number 6, S, carries 1.23; number 7, O, carries -0.59; number 8, O, carries -0.40; number 9, O, carries -0.52; number 10, O, carries -0.59; number 11, O, carries -0.74; number 12, O, carries -0.34; number 13, O, carries -0.47; number 14, N, carries 0.40; number 15, N, carries -0.50; number 16, C, carries -0.25; number 17, C, carries -0.60; number 18, C, carries -0.83; number 19, C, carries -0.51; number 20, C, carries -0.71; number 21, C, carries 0.10; number 22, C, carries 0.58; number 23, C, carries -0.24; number 24, C, carries -0.12; number 25, C, carries 0.99; number 26, C, carries 0.19; number 27, C, carries 0.88; number 28, C, carries -0.65; number 29, C, carries 0.16; number 30, H, carries 0.41; number 31, H, carries 0.33; number 32, H, carries 0.40; number 33, H, carries 0.55; number 34, H, carries 0.46; number 35, H, carries 0.53; number 36, H, carries 0.48


Across the entries above, maximum force takes the values 1.19; 1.16; 0.22; 2.38 eV/Å, respectively.